Entry 1:
{
  "formula": "C40H27Cl2IMoN3P",
  "method": "the ωB97M-V functional and the def2-TZVPD basis",
  "de_lowest_kcal_mol": 0.00,
  "gap_ev": [6.740, 6.987],
  "spin_multiplicity": 3,
  "largest_force_ev_per_a": 2.74,
  "total_charge": 2,
  "species": ["I", "Mo", "Cl", "Cl", "P", "N", "N", "N", "C", "C", "C", "C", "C", "C", "C", "C", "C", "C", "C", "C", "C", "C", "C", "C", "C", "C", "C", "C", "C", "C", "C", "C", "C", "C", "C", "C", "C", "C", "C", "C", "C", "C", "C", "C", "C", "C", "C", "C", "H", "H", "H", "H", "H", "H", "H", "H", "H", "H", "H", "H", "H", "H", "H", "H", "H", "H", "H", "H", "H", "H", "H", "H", "H", "H", "H"],
  "positions_angstrom": [[0.14691, 0.55943, -3.06240], [-0.68307, 0.39490, -0.17225], [-2.15310, 1.28122, 2.84474], [3.08225, 2.14400, 1.55940], [0.78410, -1.66175, -0.54594], [0.28585, 1.06327, 1.12841], [-1.59687, 2.52445, -0.43566], [-2.93355, 0.06003, -0.49880], [-0.93092, 3.65197, -0.44090], [-0.56554, 1.83477, 3.25040], [1.52117, -4.67584, 2.00680], [-0.79225, -3.09769, -2.25864], [-4.94207, -1.16974, -0.26619], [-2.92008, 4.90326, -0.49786], [2.07435, 0.98434, -2.41089], [0.47970, 1.71055, 2.29761], [0.09919, -2.31143, 2.04337], [-0.31974, 2.41043, 4.51049], [-3.56183, -1.11471, -0.48311], [1.24677, -4.53960, -3.42313], [2.42244, -0.77185, -0.54302], [-1.04052, -4.11041, -3.22388], [4.18558, 0.64244, -1.31285], [5.07665, -0.01839, -0.51084], [3.88723, 2.47367, -2.90745], [1.53011, -3.47400, -2.53691], [4.67475, 1.79720, -2.00716], [-5.10807, 3.63154, -0.32307], [-0.01142, -4.77601, -3.88288], [0.78009, -2.66709, 0.89062], [-5.66462, 0.02525, -0.20104], [2.83552, 0.26367, -1.42480], [3.26908, -1.22268, 0.42633], [1.97036, 2.85668, 3.86958], [-1.55290, 4.90500, -0.55585], [1.48128, -3.90389, 0.86276], [0.85589, -4.30398, 3.12912], [4.64848, -0.91697, 0.41903], [0.95520, 2.86134, 4.76747], [-5.72151, 2.44406, -0.14401], [0.50359, -2.73992, -1.94112], [1.75291, 2.26626, 2.65985], [2.56516, 2.01334, -3.15386], [-3.62107, 1.24717, -0.37437], [-4.99833, 1.23705, -0.21418], [0.19833, -3.05520, 3.17474], [-3.69378, 3.70554, -0.48722], [-2.95243, 2.48636, -0.44003], [-5.43915, -2.19224, -0.32787], [2.11500, -5.17287, -3.67989], [2.89255, -2.02443, 1.08892], [2.59224, -3.24024, -2.33479], [-6.78398, 2.32660, 0.09278], [5.37458, -1.37002, 1.12665], [-1.64551, -2.60806, -1.76232], [1.96690, -5.65086, 1.85315], [5.67898, 2.11758, -1.81884], [1.89493, 2.56254, -3.80806], [0.84888, -4.93653, 3.98055], [-0.24046, -2.64878, 4.06766], [-2.92419, -2.01946, -0.54065], [-6.75140, -0.00675, -0.09708], [4.21188, 3.33102, -3.45608], [-0.16199, -5.59774, -4.68615], [-0.48601, -1.33853, 2.05588], [-3.37167, 5.85076, -0.40873], [2.96861, 3.21639, 3.97796], [1.12291, 3.37540, 5.71239], [-1.13754, 2.61454, 5.14257], [-5.67055, 4.54567, -0.24850], [0.13925, 3.51967, -0.38545], [6.10563, 0.24568, -0.58996], [-0.91616, 5.75973, -0.53859], [2.08024, -4.12738, -0.01836], [-2.01325, -4.37973, -3.55758]],
  "forces_ev_per_a": [[-0.913, -0.414, 0.326], [0.264, 1.492, -0.116], [0.076, -0.015, 0.016], [-0.283, 0.013, -0.131], [-0.457, 2.147, 0.029], [-0.940, -0.955, -0.979], [-0.217, -1.790, 0.344], [1.268, 0.488, 0.121], [0.200, 0.022, -0.608], [0.683, 0.293, 0.492], [0.158, -1.180, -1.912], [-1.318, -0.935, -0.810], [-1.111, -1.018, -0.980], [0.026, -0.452, -0.226], [0.287, -0.323, 0.067], [0.692, 0.705, 1.207], [-0.586, 2.310, -0.701], [0.181, -0.552, -2.320], [0.176, 0.416, 0.782], [2.553, 0.706, 0.690], [-0.994, -0.771, -0.445], [0.351, 0.981, -0.039], [-0.389, 2.008, -1.529], [0.619, -0.912, 1.571], [-0.274, -0.776, 0.402], [0.560, -0.408, -0.320], [-0.986, -0.024, -0.928], [-0.238, 0.382, 0.274], [-0.610, -1.625, -0.566], [0.488, -2.202, 0.063], [-0.004, -2.241, 0.457], [-0.576, -0.077, -0.580], [0.666, -1.588, 0.451], [0.632, -0.726, -1.293], [0.007, -1.611, 0.630], [-0.194, 1.889, 0.032], [-0.711, 1.567, 0.818], [0.291, -0.093, 0.523], [-0.590, 1.341, 2.064], [-0.720, 0.387, 0.201], [0.816, -0.753, -0.386], [-0.874, -0.918, -1.235], [0.653, 0.562, 0.808], [-0.013, -1.670, -0.259], [0.039, 0.125, -0.315], [0.249, -1.214, 0.555], [1.231, -0.793, 0.582], [0.262, 2.109, -0.416], [0.576, 1.655, 0.341], [-0.649, 0.507, -0.340], [0.590, 0.848, -0.245], [-0.712, -0.211, 0.077], [0.328, 0.480, -0.281], [-0.818, 0.240, -0.551], [0.533, -0.326, -0.436], [0.219, -0.027, 0.662], [0.401, 0.086, 0.040], [0.371, -0.122, -0.158], [0.046, -0.406, 0.689], [-0.214, -0.347, 0.355], [-0.691, 0.724, 0.023], [0.331, 0.052, -0.047], [0.411, 0.369, -0.090], [-0.069, 1.612, 1.607], [0.765, -1.236, 0.081], [-0.943, 0.885, -0.137], [0.318, 0.453, 0.817], [-0.032, -0.233, -0.035], [-0.639, -0.076, 0.891], [-0.116, 0.228, -0.100], [0.220, 0.296, 0.008], [0.642, 0.146, 0.075], [-0.067, 0.679, -0.066], [-0.288, -0.365, 0.183], [-0.941, 0.182, 0.228]]
}

---

Entry 2:
{
  "formula": "C40H27F15GeIrN3PS",
  "method": "the ωB97M-V functional and the def2-TZVPD basis",
  "de_lowest_kcal_mol": 128.95,
  "gap_ev": [5.346, 5.414],
  "largest_force_ev_per_a": 3.07,
  "total_charge": 1,
  "species": ["Ir", "Ge", "S", "P", "F", "F", "F", "F", "F", "F", "F", "F", "F", "F", "F", "F", "F", "F", "F", "N", "N", "N", "C", "C", "C", "C", "C", "C", "C", "C", "C", "C", "C", "C", "C", "C", "C", "C", "C", "C", "C", "C", "C", "C", "C", "C", "C", "C", "C", "C", "C", "C", "C", "C", "C", "C", "C", "C", "C", "C", "C", "C", "H", "H", "H", "H", "H", "H", "H", "H", "H", "H", "H", "H", "H", "H", "H", "H", "H", "H", "H", "H", "H", "H", "H", "H", "H", "H", "H"],
  "positions_angstrom": [[1.33023, -2.21776, 0.52273], [-2.25167, 0.60294, -1.01257], [-1.08807, -0.79196, 0.21093], [1.05153, 0.40254, 1.67563], [-4.58797, 1.55794, -2.69367], [-5.71397, 3.73704, 1.73123], [-3.62367, 3.44914, 0.05433], [-1.34277, 2.81094, 0.72193], [-1.25447, -1.70936, -2.98007], [-7.27977, 1.59464, 2.34643], [-2.04027, -2.34126, -5.48127], [-6.60587, -0.88576, 1.41533], [-4.33017, -1.17116, -0.11897], [0.31833, 6.02194, -2.33017], [-1.19087, 1.81024, -3.82537], [-5.48437, 0.88294, -5.18397], [-0.13557, 4.26184, -4.36887], [-4.18687, -1.05256, -6.60577], [-0.24897, 5.29864, 0.24283], [1.44993, -1.86656, -1.72987], [3.64273, -3.25886, 0.39113], [1.11903, -4.37276, -0.46477], [-4.70867, 0.03744, 0.34463], [-5.85497, 0.17064, 1.11363], [0.17663, 4.00394, 3.47753], [4.75323, 0.81834, -0.03947], [-0.99817, 2.68744, -2.82497], [3.58333, -4.59726, -0.20077], [0.40053, 1.78674, 2.62903], [-1.33137, 2.28054, 4.22113], [-2.92557, -0.07476, -2.78337], [2.58163, -1.14646, 5.15133], [0.83343, 3.10534, 2.65243], [1.78003, -3.06876, -2.49997], [-0.89617, 3.59814, 4.25673], [-1.33197, 2.31144, -1.53857], [-0.68937, 1.37964, 3.40153], [1.75043, -0.66026, 2.96713], [-0.45027, 3.93424, -3.11587], [2.54403, -2.85566, 3.45083], [1.98463, -1.97456, 2.52513], [2.13803, 1.51424, -0.61337], [2.43063, 0.86684, 0.58553], [-4.30027, 2.36194, 0.43573], [-5.41207, 2.53144, 1.25563], [2.01413, -0.24486, 4.26903], [3.75063, 0.51394, 0.86543], [-2.31067, -1.06596, -3.51807], [3.14393, 1.81384, -1.51347], [-3.79387, -0.75116, -5.37527], [1.01163, -4.26866, -1.92577], [-0.50447, 4.46144, -0.76077], [-6.20227, 1.43564, 1.58683], [-0.20837, 4.82944, -2.07457], [4.45443, 1.45454, -1.23637], [2.20613, -5.22766, 0.01903], [-3.90607, 1.10994, -0.00057], [-2.70897, -1.40716, -4.80197], [-3.99727, 0.56704, -3.37667], [2.83623, -2.44866, 4.74823], [-4.45037, 0.24184, -4.64957], [-1.05847, 3.21134, -0.52567], [1.11453, 1.78144, -0.83397], [0.44793, -1.70306, -1.82157], [0.50763, 5.03014, 3.51403], [2.73813, -3.88716, 3.18323], [3.94713, -3.30526, 1.35793], [1.66313, 3.42744, 2.03953], [2.19123, -6.20676, -0.47287], [2.90563, 2.32154, -2.43527], [3.27253, -3.14846, 5.44743], [1.36383, -5.18596, -2.41227], [1.49663, -2.97506, -3.55727], [2.04993, -5.38026, 1.08663], [1.91953, -1.05776, -2.12517], [4.33553, -5.26696, 0.22553], [2.86103, -3.21196, -2.45397], [0.24703, -4.75406, -0.10777], [-1.02297, 0.35144, 3.32593], [3.99333, 0.03964, 1.80403], [-1.40677, 4.31324, 4.88303], [4.28733, -2.66206, -0.11217], [-0.04267, -4.13296, -2.17937], [5.23603, 1.68144, -1.94537], [3.78343, -4.52066, -1.26777], [5.77723, 0.56534, 0.19573], [1.78853, 0.76274, 4.58223], [-2.16337, 1.95594, 4.82733], [2.82773, -0.83036, 6.15373]],
  "forces_ev_per_a": [[2.303, 1.436, -0.439], [-0.317, 0.780, -0.843], [0.183, -0.802, 0.786], [2.285, -2.046, -0.115], [-0.219, 0.080, -0.395], [-0.093, -0.027, -0.100], [-0.373, 0.184, 0.126], [0.248, 0.378, 0.033], [0.145, -0.231, -0.263], [0.178, -0.042, -0.109], [-0.117, 0.013, -0.016], [0.018, 0.063, -0.005], [-0.425, -0.010, 0.287], [-0.084, -0.246, 0.064], [0.204, 0.423, -0.150], [0.061, -0.049, -0.007], [-0.046, -0.003, 0.180], [0.038, 0.012, 0.177], [-0.011, 0.000, -0.068], [-1.035, -0.480, 0.147], [-1.382, 0.737, 0.222], [-0.272, 0.556, 0.693], [0.121, 0.058, -0.049], [0.075, 0.020, -0.023], [0.074, 0.057, 0.088], [0.036, -0.120, -0.081], [0.003, -0.078, -0.009], [-0.419, -0.372, -0.110], [-0.843, -0.395, -0.454], [-0.029, 0.054, 0.126], [0.213, -0.109, 0.530], [-0.061, 0.255, 0.148], [0.128, -0.255, -0.150], [-0.067, -0.387, -0.061], [-0.018, -0.008, -0.051], [-0.130, -0.404, 0.288], [0.061, -0.010, -0.165], [-0.266, 0.367, -0.167], [0.017, -0.102, 0.117], [0.201, -0.096, -0.005], [-2.010, -0.182, -0.697], [-0.112, -0.012, 0.220], [-0.101, 0.480, 0.215], [-0.105, -0.180, 0.049], [0.119, -0.076, -0.089], [0.255, -0.228, 0.067], [-0.042, 0.241, 0.118], [-0.296, 0.204, -0.025], [0.112, -0.082, -0.133], [0.086, 0.148, 0.289], [0.220, 0.398, -0.467], [-0.063, -0.175, -0.019], [0.262, -0.102, -0.167], [-0.092, -0.249, 0.025], [-0.042, 0.023, -0.017], [0.484, -0.004, 0.059], [0.561, -0.376, -0.006], [0.063, 0.036, 0.134], [0.131, -0.164, 0.030], [0.184, -0.036, -0.356], [0.077, 0.006, 0.085], [0.086, -0.027, -0.212], [-0.099, 0.048, -0.099], [0.045, 0.325, -0.253], [0.027, 0.104, -0.022], [-0.098, -0.142, -0.009], [-0.078, 0.178, 0.027], [0.072, 0.025, -0.073], [-0.047, 0.019, 0.006], [-0.032, 0.077, -0.120], [-0.022, -0.065, 0.027], [-0.094, 0.026, 0.050], [0.110, 0.031, 0.162], [-0.045, -0.016, 0.032], [0.068, 0.126, 0.427], [0.000, 0.097, -0.038], [-0.108, -0.029, -0.063], [0.101, 0.149, 0.018], [-0.115, -0.007, 0.119], [0.030, -0.084, 0.093], [-0.013, 0.082, 0.072], [-0.042, 0.156, 0.057], [0.044, -0.054, 0.070], [0.090, 0.041, -0.024], [0.079, -0.038, 0.049], [0.076, -0.016, 0.014], [0.010, 0.107, 0.045], [-0.097, 0.030, 0.041], [-0.022, -0.018, 0.111]]
}